1.
Formula: C26H26ClCrN4O7S
Source: the Open Molecules 2025 dataset
Level of theory: ωB97M-V/def2-TZVPD

Summary:
**Frontier orbital gap (alpha / beta)**: 6.913 / 7.052 eV
**Energy above the lowest of the compared OMol25 structures with the same formula, charge and spin**: 0.0 kcal per mole
**Expectation value of S²**: 6.019
**2S+1**: 5
**HOMO energy (alpha / beta)**: -4.612 / -4.752 eV
**Molar mass**: 626.03 g mol⁻¹
**Total charge**: -1

The geometry in XYZ format:
```
66
C26H26ClCrN4O7S (ωB97M-V/def2-TZVPD)
Cr -0.1592 -0.5215 0.2965
O 2.5371 0.6498 -1.5420
C 2.4296 -0.6179 -1.2011
O 1.4194 -1.2807 -1.3449
C 3.6765 -1.1983 -0.5545
O 3.3529 -1.7679 0.6873
C 3.4911 -0.8645 1.7740
C 2.5289 0.3370 1.8508
O 2.9359 1.3109 2.4723
O 1.3888 0.2285 1.2868
H 1.6132 1.0256 -1.5869
H 4.0555 -1.9925 -1.2017
H 4.4380 -0.4194 -0.4555
H 3.3196 -1.4614 2.6708
H 4.5111 -0.4700 1.8102
O -1.3171 2.0497 0.5192
C -0.5677 2.1709 -0.4597
O 0.0181 1.2091 -1.0414
H -0.4008 3.1746 -0.8893
Cl 0.3966 -4.2963 0.4516
C -1.2871 -4.0555 0.8531
C -2.2008 -4.9886 0.3927
C -3.5544 -4.8145 0.6342
C -3.9623 -3.6958 1.3528
C -3.0329 -2.7795 1.8092
C -1.6499 -2.9076 1.5731
C -0.7116 -1.8539 1.9569
H -1.8419 -5.8396 -0.1717
H -4.2717 -5.5361 0.2651
H -5.0143 -3.5414 1.5665
H -3.3663 -1.9137 2.3727
H 0.2600 -2.2517 2.2605
H -1.1381 -1.2754 2.7806
N -4.1273 -1.1564 -1.0403
C -3.0900 -0.5226 -0.4349
N -1.9387 -1.0439 -0.7540
C -2.2175 -2.0969 -1.6127
C -1.3507 -2.9907 -2.2376
C -1.9181 -3.9686 -3.0267
C -3.3107 -4.0616 -3.1960
C -4.1761 -3.1772 -2.5849
C -3.5986 -2.1908 -1.7913
H -5.0982 -0.9547 -0.8892
H -3.2062 0.3222 0.2267
H -0.2823 -2.9121 -2.0841
H -1.2798 -4.6896 -3.5208
H -3.7144 -4.8502 -3.8183
H -5.2480 -3.2539 -2.7136
N -0.3199 1.0317 4.0150
C 0.0083 2.3431 4.1800
S 0.4976 2.9591 5.6556
N -0.1362 3.0786 3.0628
C 0.4247 4.3689 2.8812
C -0.4079 5.4590 2.6780
C 0.1391 6.7139 2.4457
C 1.5165 6.8767 2.4284
C 2.3452 5.7798 2.6343
C 1.8056 4.5226 2.8539
H -0.0626 0.4524 4.7960
H -0.1513 0.6178 3.1023
H -0.5179 2.6215 2.2386
H -1.4801 5.3133 2.7082
H -0.5124 7.5647 2.2876
H 1.9449 7.8561 2.2533
H 3.4209 5.9033 2.6136
H 2.4257 3.6454 2.9960
```


2.
Formula: C26H26ClN2O4
Source: the Open Molecules 2025 dataset
Level of theory: ωB97M-V/def2-TZVPD

Summary:
**Frontier orbital gap**: 1.707 eV
**HOMO energy**: -2.072 eV
**Molar mass**: 465.96 g mol⁻¹
**Total charge**: -1

The geometry in XYZ format:
```
59
C26H26ClN2O4 (ωB97M-V/def2-TZVPD)
C 3.0557 -1.7704 2.3398
C 4.3204 -1.1929 1.8093
C 4.5028 -0.3335 0.4254
C 3.1090 0.0354 -0.3551
C 2.4622 1.5777 -0.4225
C 3.2562 2.8033 0.3932
C 2.0237 3.7697 0.9806
C 1.6162 5.2292 0.3551
C 0.3252 6.0659 1.0107
C -0.5739 5.4834 2.2532
C -1.8799 6.3624 2.8151
C -0.1383 4.0104 2.9146
C 1.1527 3.1854 2.2504
N 1.2092 1.9510 -1.1400
N 0.5448 0.9628 -1.7964
Cl -0.8969 1.4992 -2.6655
C 0.8120 -0.5142 -1.9191
C -0.1876 -1.5609 -2.7573
C -1.6374 -1.7950 -1.9593
C -3.0492 -1.4264 -2.7718
C -4.5499 -1.5609 -2.0953
C -4.6867 -2.1031 -0.5216
C -6.1827 -2.2366 0.2142
C -3.2882 -2.4637 0.2696
C -1.7729 -2.3251 -0.4138
C 2.1871 -1.1007 -1.1677
C 2.5708 -2.6961 -1.2161
C 3.6357 -3.1078 -2.4035
O 3.1981 -4.0399 -3.2947
H 2.5368 -1.1788 3.2290
H 2.6316 -2.7876 1.9453
H 5.3011 -1.3523 2.4704
H 5.1420 0.6635 0.5546
H 5.1327 -1.0130 -0.3157
H 3.8904 3.4146 -0.3795
H 3.9656 2.4062 1.2349
H 2.1897 5.7071 -0.5461
H 0.0321 7.1026 0.5430
H -2.8820 5.8788 2.3822
H -1.8550 7.4585 2.3861
H -1.9355 6.4029 3.9839
H -0.7691 3.5892 3.8247
H 1.4131 2.1333 2.7497
H -0.4326 -1.0613 -3.8025
H 0.3797 -2.5651 -2.9767
H -2.9926 -1.0134 -3.8682
H -5.5280 -1.2594 -2.6850
H -6.9581 -2.8306 -0.4419
H -6.5633 -1.1095 0.3122
H -6.1027 -2.6416 1.3108
H -3.3659 -2.8231 1.4044
H -0.8020 -2.5598 0.1958
H 3.1121 -2.9681 -0.1880
H 1.6097 -3.4018 -1.2438
H 4.7441 -2.6815 -2.4841
C -3.2102 -6.0414 -0.1707
O -2.0620 -5.7215 0.0957
O -3.5387 -6.8673 -1.0302
O -4.2215 -5.5886 0.3779
```


3.
Formula: C26H26F3N7PReS2Te
Source: the Open Molecules 2025 dataset
Level of theory: ωB97M-V/def2-TZVPD

Summary:
**Frontier orbital gap (alpha / beta)**: 6.719 / 7.331 eV
**Energy above the lowest of the compared OMol25 structures with the same formula, charge and spin**: 0.5 kcal per mole
**Expectation value of S²**: 0.757
**2S+1**: 2
**HOMO energy (alpha / beta)**: -9.160 / -10.047 eV
**Molar mass**: 902.45 g mol⁻¹
**Total charge**: +1

The geometry in XYZ format:
```
67
C26H26F3N7PReS2Te (ωB97M-V/def2-TZVPD)
Re 0.5389 -0.4530 -0.1916
C 5.1572 2.1016 1.6987
N 4.1687 1.6023 0.7529
C 4.1395 1.8807 -0.5823
C 3.0614 1.2208 -1.0954
N 2.4401 0.5454 -0.0889
C 3.1192 0.7872 1.0271
P 2.8186 0.0548 2.6605
C 2.4368 -1.6262 2.0921
N 1.5224 -1.9175 1.1744
C 1.4359 -3.2790 1.1265
C 2.3059 -3.8137 2.0284
N 2.9368 -2.7621 2.6318
C 3.9408 -2.8611 3.6811
C 1.0636 0.4522 2.9096
N 0.0921 0.1133 2.0745
C -1.0818 0.4332 2.6943
C -0.8128 0.9631 3.9215
N 0.5476 0.9754 4.0468
C 1.2901 1.4409 5.2102
H 5.8804 2.7004 1.1531
H 4.6829 2.7262 2.4532
H 5.6763 1.2766 2.1821
H 4.8777 2.5099 -1.0482
H 2.7009 1.1756 -2.1083
H 0.7939 -3.7788 0.4238
H 2.5332 -4.8353 2.2779
H 4.2509 -3.8987 3.7622
H 4.8092 -2.2555 3.4321
H 3.5343 -2.5378 4.6380
H -2.0414 0.3059 2.2238
H -1.4628 1.3300 4.6964
H 0.5943 1.9213 5.8915
H 1.7677 0.6066 5.7204
H 2.0443 2.1656 4.9128
F -2.4117 4.1323 -1.2306
C -1.3691 4.2033 -2.0796
F -1.7411 4.9843 -3.1040
F -0.3713 4.8358 -1.4352
C -0.9455 2.8427 -2.5536
C -0.9887 2.5007 -3.8884
C -0.5701 1.2342 -4.2829
C -0.1087 0.3575 -3.3250
N -0.0842 0.6737 -2.0254
C -0.5020 1.8904 -1.6268
S -0.4061 1.9713 0.0779
H -1.3396 3.2179 -4.6180
H -0.5905 0.9396 -5.3216
H 0.2693 -0.6243 -3.5758
C -2.2926 -2.4665 -2.0488
Te -1.9310 -1.5466 -0.1496
C -3.3015 -0.0982 -0.9567
C -4.2238 -0.9198 -1.8166
C -5.5314 -0.5415 -2.0802
C -6.3375 -1.3353 -2.8862
C -5.8383 -2.5102 -3.4251
C -4.5305 -2.8967 -3.1606
C -3.7197 -2.1054 -2.3611
H -2.1110 -3.5370 -2.0104
H -1.5816 -2.0180 -2.7427
H -2.7021 0.6005 -1.5408
H -3.8196 0.4561 -0.1782
H -5.9254 0.3721 -1.6514
H -7.3596 -1.0396 -3.0825
H -6.4694 -3.1349 -4.0432
H -4.1442 -3.8209 -3.5732
S 1.2154 -1.8874 -1.6867
```


4.
Formula: C26H26N2NiO4PTe
Source: the Open Molecules 2025 dataset
Level of theory: ωB97M-V/def2-TZVPD

Summary:
**Frontier orbital gap (alpha / beta)**: 5.863 / 5.867 eV
**Energy above the lowest of the compared OMol25 structures with the same formula, charge and spin**: 38.8 kcal per mole
**HOMO energy (alpha / beta)**: -3.210 / -3.215 eV
**Molar mass**: 647.77 g mol⁻¹
**Total charge**: -1

The geometry in XYZ format:
```
61
C26H26N2NiO4PTe (ωB97M-V/def2-TZVPD)
Ni -0.5334 1.0028 -0.5831
O -4.1542 1.6570 1.3345
C -3.0093 1.3445 1.0308
O -2.5125 1.3342 -0.1225
C -2.0252 0.9184 2.1682
P -0.7782 -0.1590 1.3710
C 0.3126 -0.4480 2.8091
C 1.4926 0.2831 2.8943
C 2.3262 0.1492 3.9893
C 2.0116 -0.7594 4.9869
C 0.8418 -1.4979 4.9045
C -0.0143 -1.3315 3.8337
C -1.6373 -1.7472 1.2494
C -2.9946 -1.8294 0.9474
C -3.5665 -3.0558 0.6645
C -2.7994 -4.2091 0.6776
C -1.4443 -4.1325 0.9698
C -0.8665 -2.9120 1.2431
H -2.5163 0.4489 3.0266
H -1.5031 1.8198 2.5046
H 1.7398 0.9541 2.0825
H 3.2276 0.7422 4.0618
H 2.6760 -0.8926 5.8288
H 0.5891 -2.2081 5.6802
H -0.9354 -1.8972 3.7928
H -3.5989 -0.9343 0.9170
H -4.6177 -3.1078 0.4143
H -3.2493 -5.1648 0.4466
H -0.8346 -5.0253 0.9586
H 0.1934 -2.8387 1.4520
Te -0.1622 -1.1030 -1.9558
C 1.6895 -1.9949 -2.5452
C 2.9231 -1.4757 -2.1688
C 4.1054 -2.0738 -2.5657
C 4.0863 -3.2091 -3.3602
C 2.8633 -3.7409 -3.7415
C 1.6862 -3.1427 -3.3347
H 2.9561 -0.5877 -1.5521
H 5.0501 -1.6439 -2.2550
H 5.0126 -3.6725 -3.6787
H 2.8301 -4.6294 -4.3629
H 0.7380 -3.5673 -3.6304
C -2.8299 3.4960 -2.1173
C -1.4882 3.1842 -2.6596
N -0.6421 2.2570 -2.2739
C 0.4486 2.3474 -3.0961
C 0.2579 3.3460 -3.9975
N -0.9759 3.8727 -3.7134
H -3.0067 2.8864 -1.2325
H -3.6017 3.2579 -2.8484
H -2.9041 4.5553 -1.8728
H 1.2957 1.6992 -2.9726
H 0.8750 3.7098 -4.7948
H -1.4137 4.6553 -4.1714
C 1.1101 4.1855 1.1792
O 0.3595 3.0257 0.8251
C 0.9462 2.1194 -0.0128
O 2.0786 2.3217 -0.4234
H 0.4317 5.0383 1.1966
H 1.8982 4.3356 0.4370
H 1.5625 4.0434 2.1655
```


Repeat the third record exactly.
Formula: C26H26F3N7PReS2Te
Source: the Open Molecules 2025 dataset
Level of theory: ωB97M-V/def2-TZVPD

Summary:
**Frontier orbital gap (alpha / beta)**: 6.719 / 7.331 eV
**Energy above the lowest of the compared OMol25 structures with the same formula, charge and spin**: 0.5 kcal per mole
**Expectation value of S²**: 0.757
**2S+1**: 2
**HOMO energy (alpha / beta)**: -9.160 / -10.047 eV
**Molar mass**: 902.45 g mol⁻¹
**Total charge**: +1

The geometry in XYZ format:
```
67
C26H26F3N7PReS2Te (ωB97M-V/def2-TZVPD)
Re 0.5389 -0.4530 -0.1916
C 5.1572 2.1016 1.6987
N 4.1687 1.6023 0.7529
C 4.1395 1.8807 -0.5823
C 3.0614 1.2208 -1.0954
N 2.4401 0.5454 -0.0889
C 3.1192 0.7872 1.0271
P 2.8186 0.0548 2.6605
C 2.4368 -1.6262 2.0921
N 1.5224 -1.9175 1.1744
C 1.4359 -3.2790 1.1265
C 2.3059 -3.8137 2.0284
N 2.9368 -2.7621 2.6318
C 3.9408 -2.8611 3.6811
C 1.0636 0.4522 2.9096
N 0.0921 0.1133 2.0745
C -1.0818 0.4332 2.6943
C -0.8128 0.9631 3.9215
N 0.5476 0.9754 4.0468
C 1.2901 1.4409 5.2102
H 5.8804 2.7004 1.1531
H 4.6829 2.7262 2.4532
H 5.6763 1.2766 2.1821
H 4.8777 2.5099 -1.0482
H 2.7009 1.1756 -2.1083
H 0.7939 -3.7788 0.4238
H 2.5332 -4.8353 2.2779
H 4.2509 -3.8987 3.7622
H 4.8092 -2.2555 3.4321
H 3.5343 -2.5378 4.6380
H -2.0414 0.3059 2.2238
H -1.4628 1.3300 4.6964
H 0.5943 1.9213 5.8915
H 1.7677 0.6066 5.7204
H 2.0443 2.1656 4.9128
F -2.4117 4.1323 -1.2306
C -1.3691 4.2033 -2.0796
F -1.7411 4.9843 -3.1040
F -0.3713 4.8358 -1.4352
C -0.9455 2.8427 -2.5536
C -0.9887 2.5007 -3.8884
C -0.5701 1.2342 -4.2829
C -0.1087 0.3575 -3.3250
N -0.0842 0.6737 -2.0254
C -0.5020 1.8904 -1.6268
S -0.4061 1.9713 0.0779
H -1.3396 3.2179 -4.6180
H -0.5905 0.9396 -5.3216
H 0.2693 -0.6243 -3.5758
C -2.2926 -2.4665 -2.0488
Te -1.9310 -1.5466 -0.1496
C -3.3015 -0.0982 -0.9567
C -4.2238 -0.9198 -1.8166
C -5.5314 -0.5415 -2.0802
C -6.3375 -1.3353 -2.8862
C -5.8383 -2.5102 -3.4251
C -4.5305 -2.8967 -3.1606
C -3.7197 -2.1054 -2.3611
H -2.1110 -3.5370 -2.0104
H -1.5816 -2.0180 -2.7427
H -2.7021 0.6005 -1.5408
H -3.8196 0.4561 -0.1782
H -5.9254 0.3721 -1.6514
H -7.3596 -1.0396 -3.0825
H -6.4694 -3.1349 -4.0432
H -4.1442 -3.8209 -3.5732
S 1.2154 -1.8874 -1.6867
```


> total charge of number 3 (C26H26F3N7PReS2Te)?

+1


> Which formula does entry 2 have?

C26H26ClN2O4